Model a:
The following is a DFT calculation (ωB97M-V with the def2-TZVPD basis set) of a structure of composition C16H51NO15.

Multiplicity   1
Frontier orbital gap   8.82 eV

Last column: Löwdin charge in e.
Cartesian coordinates (Å):
C (1.68, 0.23, 1.52)  -0.10
C (1.97, -1.22, 1.60)  -0.38
C (3.08, -1.70, 2.52)  -0.13
O (2.99, -3.14, 2.35)  -0.20
C (4.11, -3.76, 2.97)  -0.10
N (0.68, -1.74, 1.95)  -0.02
H (0.68, 0.47, 1.16)  0.04
H (2.38, 0.78, 0.90)  0.08
H (1.72, 0.54, 2.56)  0.13
H (2.19, -1.53, 0.58)  0.13
H (2.85, -1.32, 3.52)  0.13
H (4.06, -1.31, 2.26)  0.13
H (5.06, -3.51, 2.50)  0.09
H (3.94, -4.82, 2.75)  0.09
H (4.08, -3.42, 4.00)  0.09
H (0.22, -1.18, 2.66)  0.12
H (1.02, -2.60, 2.36)  0.13
O (0.50, 1.85, 1.61)  -0.09
H (-0.20, 1.46, 1.09)  -0.05
H (0.84, 2.56, 1.06)  0.08
O (-0.41, 0.77, -0.08)  -0.01
H (0.02, -0.08, -0.09)  0.05
H (-1.02, 0.71, 0.66)  -0.12
C (-1.71, -2.33, 1.87)  -0.20
C (-2.25, -2.65, 0.46)  -0.14
O (-2.39, -1.46, -0.29)  -0.04
O (-2.69, -1.53, 2.44)  -0.10
H (-0.74, -1.82, 1.92)  0.01
H (-1.71, -3.32, 2.33)  0.14
H (-3.32, -2.83, 0.56)  0.14
H (-1.80, -3.52, -0.02)  0.12
H (-1.52, -1.06, -0.39)  0.07
H (-2.92, -1.94, 3.28)  0.12
C (0.43, 3.44, -3.01)  -0.16
C (0.34, 2.67, -1.63)  -0.12
O (0.18, 1.22, -1.82)  -0.24
O (-0.80, 3.92, -3.58)  -0.08
H (0.82, 2.76, -3.77)  0.12
H (1.04, 4.34, -2.94)  0.12
H (-0.44, 3.10, -0.99)  0.11
H (1.30, 2.78, -1.13)  0.12
H (-0.18, 0.78, -1.05)  -0.26
H (-0.93, 4.82, -3.27)  0.08
C (-3.68, 0.78, 1.77)  -0.21
C (-2.35, 1.47, 1.84)  -0.12
O (-1.35, 0.44, 1.71)  -0.06
O (-3.78, -0.02, 0.58)  -0.05
H (-4.48, 1.52, 1.84)  0.13
H (-3.74, 0.23, 2.70)  0.10
H (-2.22, 1.95, 2.81)  0.14
H (-2.20, 2.26, 1.10)  0.12
H (-1.54, -0.10, 2.48)  0.13
H (-3.15, -0.74, 0.59)  -0.05
C (-2.57, 1.57, -2.61)  -0.16
C (-2.69, 2.36, -1.25)  -0.26
O (-3.97, 2.10, -0.88)  -0.05
O (-3.50, 2.07, -3.61)  -0.06
H (-2.76, 0.52, -2.40)  0.13
H (-1.54, 1.71, -2.93)  0.09
H (-2.55, 3.44, -1.36)  0.12
H (-1.98, 2.04, -0.49)  0.06
H (-4.48, 1.94, -1.68)  0.09
H (-3.40, 3.00, -3.85)  0.08
C (2.48, 0.35, -1.18)  -0.23
C (3.93, 0.56, -0.64)  -0.25
O (4.86, -0.08, -1.38)  -0.02
O (2.23, 0.70, -2.49)  -0.07
H (1.64, 0.66, -0.55)  0.09
H (2.40, -0.73, -1.11)  0.10
H (4.05, 0.22, 0.39)  0.10
H (4.27, 1.60, -0.62)  0.13
H (5.22, -0.91, -1.07)  0.10
H (1.31, 0.95, -2.64)  -0.01
C (0.15, -1.20, -2.34)  -0.24
C (0.57, -2.07, -1.17)  -0.19
O (0.56, -1.45, 0.04)  -0.22
O (-0.55, -1.88, -3.28)  0.00
H (0.94, -0.63, -2.83)  0.13
H (-0.57, -0.47, -1.96)  0.11
H (1.57, -2.47, -1.32)  0.14
H (-0.03, -2.98, -1.20)  0.12
H (1.14, -2.03, 0.54)  0.05
H (-1.41, -2.07, -2.91)  0.09

Model b:
The following is a DFT calculation (ωB97M-V with the def2-TZVPD basis set) of a cluster of 9 separate species, C16H51NO15 in total.

Multiplicity   1
Frontier orbital gap   8.50 eV
SMILES string   COCCNCCOC.OCCO.OCCO.OCCO.OCCO.OCCO.O.O.O

Last column: Löwdin charge in e.
Cartesian coordinates (Å):
C (0.73, -0.10, 2.38)  -0.10
O (0.19, -0.78, 3.49)  -0.17
C (-0.38, -2.05, 3.25)  -0.22
C (-0.07, -3.00, 4.39)  -0.20
N (-0.26, -2.41, 5.71)  -0.08
C (-1.57, -1.87, 5.94)  -0.23
C (-1.78, -1.68, 7.44)  -0.25
O (-3.02, -1.16, 7.86)  -0.19
C (-3.24, 0.17, 7.41)  -0.10
H (1.80, 0.05, 2.56)  0.08
H (0.29, 0.87, 2.17)  0.09
H (0.70, -0.69, 1.45)  0.06
H (0.02, -2.59, 2.38)  0.10
H (-1.46, -1.93, 3.14)  0.12
H (0.90, -3.48, 4.32)  0.12
H (-0.78, -3.84, 4.35)  0.11
H (0.11, -2.92, 6.50)  0.11
H (-2.39, -2.56, 5.67)  0.13
H (-1.57, -0.88, 5.49)  0.11
H (-0.98, -1.09, 7.92)  0.12
H (-1.67, -2.67, 7.90)  0.12
H (-3.39, 0.15, 6.32)  0.08
H (-2.38, 0.77, 7.70)  0.09
H (-4.19, 0.51, 7.81)  0.09
C (-2.97, 1.52, -0.35)  -0.26
C (-2.13, 2.10, -1.46)  -0.20
O (-2.63, 1.75, -2.75)  -0.09
O (-2.99, 0.12, -0.28)  -0.04
H (-3.97, 2.00, -0.38)  0.12
H (-2.78, 1.94, 0.65)  0.13
H (-1.10, 1.74, -1.40)  0.11
H (-1.97, 3.18, -1.38)  0.09
H (-3.45, 2.24, -2.89)  0.12
H (-3.26, -0.21, -1.14)  0.08
C (4.63, -2.20, -3.29)  -0.25
C (3.54, -1.19, -3.21)  -0.24
O (2.43, -1.59, -2.43)  -0.09
O (4.24, -3.29, -4.12)  -0.06
H (4.93, -2.50, -2.28)  0.12
H (5.53, -1.78, -3.77)  0.12
H (3.25, -1.03, -4.26)  0.12
H (3.95, -0.23, -2.88)  0.13
H (2.06, -2.37, -2.88)  0.11
H (5.03, -3.67, -4.51)  0.08
C (0.06, 1.50, -5.21)  -0.23
C (0.14, 0.15, -4.50)  -0.21
O (-1.14, -0.23, -4.01)  -0.08
O (-0.42, 2.47, -4.30)  -0.07
H (-0.59, 1.53, -6.09)  0.12
H (1.07, 1.73, -5.59)  0.12
H (0.68, 0.44, -3.58)  0.10
H (0.68, -0.67, -4.95)  0.12
H (-1.55, 0.43, -3.44)  0.04
H (-1.35, 2.31, -4.05)  0.05
C (-0.29, -2.87, -0.60)  -0.23
C (-1.34, -2.87, -1.66)  -0.22
O (-0.80, -2.92, -2.99)  -0.08
O (0.19, -4.20, -0.40)  -0.06
H (-0.70, -2.57, 0.37)  0.10
H (0.46, -2.11, -0.87)  0.10
H (-2.00, -2.00, -1.65)  0.10
H (-2.02, -3.72, -1.56)  0.13
H (-1.05, -2.10, -3.43)  0.04
H (-0.02, -4.66, -1.22)  0.08
C (0.51, 5.36, -1.56)  -0.21
C (-0.98, 5.52, -1.87)  -0.26
O (-1.75, 5.59, -0.70)  -0.07
O (0.84, 3.97, -1.50)  -0.07
H (0.73, 5.80, -0.58)  0.12
H (1.12, 5.88, -2.31)  0.12
H (-1.41, 4.77, -2.54)  0.11
H (-1.02, 6.47, -2.42)  0.12
H (-1.48, 4.93, -0.05)  0.08
H (1.60, 3.88, -0.92)  0.06
O (3.24, 2.19, -0.47)  -0.05
H (3.97, 2.73, -0.79)  0.05
H (3.65, 1.38, -0.14)  0.03
O (0.89, 0.65, -0.98)  -0.05
H (1.30, 1.52, -1.02)  0.01
H (1.61, 0.04, -1.17)  -0.02
O (3.29, -0.89, 0.01)  -0.06
H (3.04, -1.30, 0.85)  0.05
H (2.89, -1.46, -0.68)  0.01

It comes down to model b, which is 488.7 kcal/mol more stable than the next structure.

Model a:
The following is a DFT calculation (ωB97M-V with the def2-TZVPD basis set) of a cluster of 2 separate species, C5H15N2O2 in total.

Multiplicity   1
Frontier orbital gap   10.20 eV
Total charge   +1

Last column: Löwdin charge in e.
Cartesian coordinates (Å):
C (0.08, 1.51, 1.75)  -0.01
C (-1.50, 3.05, 0.35)  -0.03
C (0.85, -2.88, 0.07)  -0.03
C (2.03, -1.31, -1.55)  0.01
C (-1.44, 0.67, 0.26)  -0.50
N (-1.01, 1.82, 0.82)  -0.14
N (0.76, -1.79, -0.88)  -0.07
O (-1.10, -0.51, 0.45)  0.00
O (-2.35, 1.02, -0.72)  0.11
H (0.33, 0.50, 1.72)  0.04
H (0.96, 2.21, 1.43)  0.13
H (-0.26, 1.79, 2.81)  0.13
H (-1.30, 3.18, -0.74)  0.11
H (-2.59, 2.97, 0.51)  0.12
H (-0.93, 3.84, 0.86)  0.11
H (1.52, -3.67, -0.22)  0.10
H (1.18, -2.43, 0.94)  0.07
H (-0.08, -3.37, 0.42)  0.13
H (1.97, -0.59, -2.27)  0.05
H (2.94, -1.10, -0.84)  0.15
H (2.35, -2.21, -2.14)  0.11
H (0.23, -0.92, -0.39)  0.16
H (0.08, -2.03, -1.51)  0.13
H (-2.72, 0.27, -1.12)  0.10

Model b:
The following is a DFT calculation (ωB97M-V with the def2-TZVPD basis set) of a cluster of 2 separate species, C5H15N2O2 in total.

Multiplicity   1
Frontier orbital gap   9.67 eV
Total charge   +1

Last column: Löwdin charge in e.
Cartesian coordinates (Å):
N (-1.67, -0.14, -1.06)  0.22
C (-0.71, -0.07, 0.08)  -0.27
C (0.23, -1.25, -0.07)  -0.12
C (-0.52, -2.52, 0.30)  -0.21
O (-1.61, -2.77, -0.13)  0.08
C (0.09, 1.32, -0.09)  -0.17
N (0.98, 1.48, 1.10)  -0.11
C (0.12, 1.50, 2.36)  -0.07
H (-2.35, -0.91, -0.94)  0.16
H (-2.20, 0.73, -1.19)  0.18
H (-1.19, -0.32, -1.95)  0.19
H (-1.21, 0.06, 1.02)  0.13
H (0.82, -1.40, -0.97)  0.10
H (1.13, -1.08, 0.57)  0.14
H (0.18, -3.09, 0.92)  0.14
H (0.61, 1.42, -1.06)  0.12
H (-0.67, 2.13, -0.01)  0.12
H (1.64, 2.23, 0.97)  0.10
H (-0.90, 1.82, 2.18)  0.08
H (0.17, 0.43, 2.52)  0.07
H (0.59, 1.95, 3.24)  0.09
H (2.05, -1.25, -2.76)  0.04
H (2.54, 0.04, -2.19)  0.05
O (1.89, -0.30, -2.82)  -0.06

It comes down to model a, which is 17.2 kcal/mol more stable than the next structure.

Model a:
The following is a DFT calculation (ωB97M-V with the def2-TZVPD basis set) of a cluster of 2 separate species, C23H28N4O4 in total.

Multiplicity   1
Frontier orbital gap   3.98 eV

Last column: Löwdin charge in e.
Cartesian coordinates (Å):
C (0.27, -3.45, -0.87)  0.01
N (1.49, -2.65, -0.75)  -0.01
C (1.67, -1.28, -0.83)  -0.03
C (0.62, -0.28, -1.02)  -0.30
C (-0.75, -0.68, -0.92)  -0.03
C (-1.73, -0.05, -1.62)  0.03
C (-3.09, -0.52, -1.69)  -0.20
C (-3.90, -0.17, -2.78)  -0.02
C (-5.18, -0.67, -2.89)  -0.08
C (-5.68, -1.52, -1.92)  -0.07
C (-4.90, -1.87, -0.84)  -0.06
C (-3.62, -1.39, -0.72)  -0.03
O (0.90, 0.89, -1.33)  0.06
N (3.04, -1.05, -0.85)  0.10
C (3.80, 0.25, -0.87)  -0.50
C (5.31, 0.01, -0.74)  -0.05
C (3.34, 1.11, 0.31)  -0.01
C (3.55, 0.96, -2.21)  -0.02
C (3.67, -2.28, -0.79)  0.00
C (2.73, -3.25, -0.73)  -0.01
H (0.52, -4.48, -1.13)  0.10
H (-0.27, -3.47, 0.08)  0.11
H (-0.38, -3.06, -1.65)  0.10
H (-1.00, -1.55, -0.35)  0.08
H (-1.45, 0.77, -2.25)  0.13
H (-3.49, 0.46, -3.55)  0.11
H (-5.78, -0.42, -3.75)  0.10
H (-6.68, -1.91, -2.01)  0.10
H (-5.30, -2.53, -0.08)  0.11
H (-3.02, -1.66, 0.14)  0.10
H (5.69, -0.57, -1.58)  0.08
H (5.85, 0.95, -0.72)  0.10
H (5.55, -0.53, 0.18)  0.09
H (2.28, 1.36, 0.22)  0.07
H (3.47, 0.57, 1.24)  0.10
H (3.90, 2.04, 0.36)  0.10
H (2.51, 1.23, -2.33)  0.07
H (4.14, 1.88, -2.27)  0.10
H (3.82, 0.32, -3.04)  0.09
H (4.74, -2.44, -0.84)  0.13
H (2.91, -4.32, -0.72)  0.14
C (-2.25, 0.18, 4.14)  -0.04
N (-1.77, 1.09, 3.14)  0.01
C (-2.47, 1.18, 1.93)  -0.50
O (-3.43, 0.44, 1.71)  -0.02
C (-2.04, 2.13, 0.99)  0.01
C (-0.95, 2.98, 1.25)  -0.51
O (-0.60, 3.86, 0.47)  -0.01
N (-0.25, 2.78, 2.45)  0.01
C (0.93, 3.58, 2.69)  -0.03
C (-0.65, 1.86, 3.41)  -0.44
O (-0.04, 1.75, 4.46)  0.03
H (-1.60, 0.23, 5.02)  0.08
H (-3.27, 0.46, 4.42)  0.09
H (-2.25, -0.83, 3.74)  0.08
H (-2.56, 2.23, 0.06)  0.10
H (1.33, 3.33, 3.67)  0.08
H (1.67, 3.36, 1.92)  0.08
H (0.66, 4.63, 2.64)  0.09

Model b:
The following is a DFT calculation (ωB97M-V with the def2-TZVPD basis set) of an isolated molecule of C23H28N4O4.

Multiplicity   1
Frontier orbital gap   8.55 eV
SMILES string   CCOc1ccc(NC(=O)c2ccccc2NC(=O)CN2CCN(C(C)=O)CC2)cc1

Last column: Löwdin charge in e.
Cartesian coordinates (Å):
C (-0.06, 1.35, 5.85)  -0.06
C (1.47, 1.24, 5.91)  -0.25
H (1.79, 0.21, 5.71)  0.11
H (1.82, 1.52, 6.90)  0.12
O (2.11, 2.15, 5.04)  -0.05
C (2.14, 1.91, 3.70)  -0.27
C (2.69, 2.93, 2.92)  0.00
C (2.79, 2.80, 1.56)  -0.02
C (2.34, 1.65, 0.92)  -0.22
C (1.80, 0.63, 1.70)  0.00
C (1.69, 0.76, 3.07)  -0.01
H (1.26, -0.06, 3.63)  0.11
H (1.45, -0.28, 1.22)  0.10
N (2.45, 1.58, -0.47)  0.14
C (2.05, 0.60, -1.32)  -0.38
O (1.53, -0.44, -0.95)  0.05
C (2.28, 0.92, -2.76)  -0.07
C (3.38, 1.66, -3.16)  -0.04
C (3.57, 2.00, -4.49)  -0.09
C (2.63, 1.62, -5.43)  -0.07
C (1.54, 0.86, -5.06)  0.00
C (1.36, 0.48, -3.73)  -0.14
N (0.30, -0.32, -3.33)  0.15
C (-0.86, -0.59, -3.97)  -0.44
O (-1.19, -0.20, -5.07)  0.07
C (-1.77, -1.51, -3.14)  -0.09
N (-1.37, -1.52, -1.75)  -0.20
C (-1.56, -2.76, -1.03)  -0.15
C (-3.01, -2.98, -0.59)  -0.13
N (-3.43, -1.85, 0.22)  -0.07
C (-3.66, -1.85, 1.55)  -0.51
O (-3.87, -0.81, 2.16)  0.04
C (-3.70, -3.20, 2.24)  0.00
H (-3.98, -3.03, 3.28)  0.08
H (-2.72, -3.67, 2.21)  0.08
H (-4.44, -3.85, 1.78)  0.08
C (-3.31, -0.60, -0.49)  -0.11
C (-1.86, -0.40, -0.97)  -0.14
H (-1.79, 0.51, -1.56)  0.13
H (-1.21, -0.30, -0.09)  0.13
H (-3.60, 0.20, 0.19)  0.12
H (-3.99, -0.61, -1.35)  0.12
H (-3.10, -3.91, -0.03)  0.11
H (-3.66, -3.04, -1.47)  0.13
H (-1.23, -3.60, -1.66)  0.12
H (-0.92, -2.72, -0.15)  0.13
H (-1.66, -2.51, -3.56)  0.14
H (-2.81, -1.19, -3.31)  0.13
H (0.38, -0.71, -2.39)  0.10
H (0.81, 0.54, -5.79)  0.10
H (2.76, 1.89, -6.47)  0.11
H (4.44, 2.57, -4.79)  0.10
H (4.14, 1.95, -2.44)  0.11
H (2.83, 2.42, -0.89)  0.13
H (3.22, 3.60, 0.97)  0.11
H (3.04, 3.82, 3.42)  0.12
H (-0.43, 1.09, 4.86)  0.07
H (-0.36, 2.36, 6.08)  0.08
H (-0.50, 0.67, 6.57)  0.08

It comes down to model b, which is 63.7 kcal/mol more stable than the next structure.